Here is a cluster of 15 separate species, C4H39NO14 in total in a non-equilibrium geometry from the OMol25 dataset. Energies are from ωB97M-V/def2-TZVPD.

Summary:
- ΔE to the lowest compared entry with this formula, charge and spin: 86.3 kcal per mole
- Charge: 0
- F_max: 13.85 eV/Å
- E_tot: -34932.301 eV

Atoms and positions in Å:
C: -1.43608 0.25255 -2.66711
C: -0.22870 1.17356 -2.29035
C: -0.71492 2.59191 -1.85466
C: 0.42397 3.42167 -1.30300
N: 0.45974 0.61507 -1.10092
H: -2.12876 0.17628 -1.83477
H: -1.93069 0.71684 -3.66899
H: -1.32738 -0.76263 -3.04981
H: 0.41239 1.21416 -3.16198
H: -1.30016 2.99634 -2.76969
H: -1.40840 2.43057 -1.12759
H: 1.12102 3.72410 -2.13565
H: 0.15608 4.51274 -1.12585
H: 0.81959 3.02846 -0.38471
H: 1.39140 1.05136 -0.81936
H: 0.48520 -0.36732 -1.06609
H: -0.46918 1.25857 0.55121
H: -0.36870 0.95904 1.87858
O: -1.08321 1.25021 1.24636
H: -1.42659 -2.63034 -2.77216
H: -0.55747 -3.54579 -2.07758
O: -0.73823 -3.26102 -3.08015
H: 1.72835 -2.19512 1.72835
H: 0.88434 -2.65312 0.39370
O: 1.66120 -2.22247 0.79100
H: 2.10822 -3.76329 1.98034
H: 2.28639 -2.99582 3.48893
O: 1.65545 -3.54884 2.88776
H: -0.96754 -3.63207 1.06471
H: -1.54027 -2.44382 0.30191
O: -0.92675 -3.24128 0.35293
H: 2.99727 -1.87287 -0.00267
H: 3.55478 -2.46147 -1.42112
O: 3.75167 -1.89055 -0.70539
H: -3.62714 0.91977 -0.68878
H: -4.09137 2.20803 -1.24596
O: -4.32758 1.25219 -1.14843
H: -1.63586 -0.32298 0.11641
H: -2.85107 -0.99181 1.04683
O: -2.25634 -0.96674 0.32225
H: 3.59257 -0.05947 -0.19213
H: 4.27480 1.14019 0.55266
O: 3.44024 0.64207 0.51342
H: 3.25589 0.83159 -2.59387
H: 2.23302 1.56173 -1.92841
O: 2.72181 1.55444 -2.70828
H: 2.37369 1.17997 3.07930
H: 2.06223 1.04478 1.76020
O: 1.65253 1.26929 2.56470
H: 1.89396 -0.32682 4.29482
H: 0.78810 -0.52376 3.29306
O: 1.30044 -1.01340 3.91397
H: -2.83076 3.39222 1.37074
H: -2.98677 1.92260 1.01851
O: -3.37480 2.77379 0.77883
H: -2.32361 -1.81273 3.39210
H: -3.64198 -1.92340 3.36258
O: -2.98600 -1.63718 2.87937